i) Below is a 2-piece molecular cluster, C3H7O3S overall, with properties calculated with the ωB97M-V functional and the def2-TZVPD basis.

Structure (ORCA input):
```
! wB97M-V def2-TZVPD RIJCOSX def2/J DEFGRID3
* xyz -1 1
C 1.109 -0.104 -1.381
C -0.804 0.508 1.611
C 1.573 -0.509 0.018
O -1.287 1.606 -0.655
O -1.916 -0.854 -0.328
O 2.595 -1.111 0.336
S -1.955 0.795 0.342
H 0.665 0.842 -1.347
H 1.834 -0.273 -2.256
H 0.272 -0.815 -1.573
H -0.387 1.372 2.098
H -1.382 0.038 2.517
H 0.856 -0.114 0.793
H -1.171 -1.381 -0.175
*
```

As for the LUMO energy: 0.14110 Ha. Its frontier orbital gap is 6.66 eV.

***

ii) Below is a 2-piece molecular cluster, C3H7O3S overall, with properties calculated with the ωB97M-V functional and the def2-TZVPD basis.

Structure (ORCA input):
```
! wB97M-V def2-TZVPD RIJCOSX def2/J DEFGRID3
* xyz -1 1
C 1.180 -0.976 -0.549
C -0.920 1.294 0.501
C 1.771 0.180 0.214
O -2.102 0.116 -1.451
O -2.088 -1.116 0.931
O 2.363 1.065 -0.351
S -2.303 0.409 -0.033
H 1.555 -1.382 -1.402
H 1.212 -1.750 0.077
H 0.120 -0.628 -0.802
H -0.619 2.069 -0.193
H -1.353 1.674 1.592
H 1.549 0.214 1.319
H -1.201 -1.504 0.679
*
```

As for the LUMO energy: 0.14571 Ha. Its frontier orbital gap is 6.76 eV.

***

Most stable to least stable: i), ii)

***

i) Below is a 2-piece molecular cluster, C10H12N2O overall, with properties calculated with the ωB97M-V functional and the def2-TZVPD basis.

Structure (ORCA input):
```
! wB97M-V def2-TZVPD RIJCOSX def2/J DEFGRID3
* xyz 0 1
O -2.431 -2.600 -0.715
C -2.237 -3.446 0.032
N -2.039 -4.364 0.829
C -0.201 -0.444 -3.047
N 0.061 0.274 -1.803
C 0.162 1.733 -1.911
C 0.456 -0.433 -0.691
C 0.476 0.031 0.638
C -0.250 1.178 1.038
C -0.183 1.650 2.326
C 0.571 0.974 3.274
C 1.243 -0.191 2.928
C 1.199 -0.666 1.640
H -0.444 0.243 -3.856
H 0.674 -1.026 -3.332
H -1.042 -1.118 -2.900
H 0.528 2.026 -2.894
H -0.813 2.194 -1.759
H 0.866 2.117 -1.173
H 0.816 -1.430 -0.879
H -0.890 1.661 0.324
H -0.713 2.549 2.603
H 0.633 1.359 4.279
H 1.809 -0.718 3.678
H 1.748 -1.552 1.371
*
```

As for the LUMO energy: -0.08695 Ha. Its frontier orbital gap is 3.64 eV.

***

ii) Below is the molecule C10H12N2O, with properties calculated with the ωB97M-V functional and the def2-TZVPD basis.

Structure (ORCA input):
```
! wB97M-V def2-TZVPD RIJCOSX def2/J DEFGRID3
* xyz 0 1
H 3.555 -1.916 0.962
N 2.824 -1.146 0.955
C 3.252 -0.293 0.044
N 4.613 -0.126 -0.408
O 2.528 0.757 -0.355
C 1.143 0.665 -0.171
C 0.581 1.831 -0.003
C -0.802 1.937 0.261
C -1.540 0.806 0.275
C -0.910 -0.464 0.101
C 0.439 -0.559 -0.176
C -2.000 -1.516 -0.110
C -3.327 -0.794 -0.501
C -3.017 0.544 0.319
H 4.833 0.770 -0.697
H 5.363 -0.548 0.180
H 1.167 2.796 -0.055
H -1.340 2.927 0.450
H 0.961 -1.527 -0.392
H -1.619 -2.212 -0.877
H -2.279 -2.054 0.834
H -4.240 -1.215 -0.101
H -3.253 -0.736 -1.628
H -3.439 1.510 -0.233
H -3.495 0.564 1.326
*
```

As for the LUMO energy: 0.03199 Ha. Its frontier orbital gap is 9.35 eV. Its SMILES is [H]/N=C(\N)Oc1ccc2c(c1)CCC2.

***

Most stable to least stable: ii), i)

***

i) Below is a 3-piece molecular cluster, C2H10NO3 overall, with properties calculated with the ωB97M-V functional and the def2-TZVPD basis.

Structure (ORCA input):
```
! wB97M-V def2-TZVPD RIJCOSX def2/J DEFGRID3
* xyz -1 1
C -0.524 0.006 -0.269
O 0.713 -0.607 0.055
C -1.485 -1.075 -0.870
N -1.148 -2.418 -0.317
H -0.507 0.850 -1.076
H -1.024 0.449 0.631
H -1.376 -1.050 -1.956
H -2.557 -0.912 -0.602
H -0.284 -2.087 0.106
H -0.645 -2.993 -1.033
H 2.332 -1.208 0.760
H 2.901 -1.471 2.163
O 3.195 -1.475 1.242
H -1.098 3.997 -0.377
H -0.516 5.000 0.701
O -1.049 4.929 -0.081
*
```

As for the LUMO energy: 0.12801 Ha. Its frontier orbital gap is 6.98 eV.

***

ii) Below is a 3-piece molecular cluster, C2H10NO3 overall, with properties calculated with the ωB97M-V functional and the def2-TZVPD basis.

Structure (ORCA input):
```
! wB97M-V def2-TZVPD RIJCOSX def2/J DEFGRID3
* xyz -1 1
C -1.038 -1.013 -0.077
O -0.066 -0.813 0.808
C -1.121 0.113 -1.171
N 0.165 0.219 -1.956
H -2.120 -1.079 0.357
H -0.710 -2.039 -0.672
H -0.972 1.141 -0.678
H -2.133 0.250 -1.837
H 0.204 -0.746 -2.419
H 0.744 0.008 -1.133
H 3.060 -0.336 0.523
H 1.449 -0.570 0.475
O 2.332 -0.727 -0.038
H 0.044 2.038 2.707
H -0.495 1.129 1.670
O -0.675 2.049 2.003
*
```

As for the LUMO energy: 0.14908 Ha. Its frontier orbital gap is 7.87 eV.

***

iii) Below is a 3-piece molecular cluster, C2H10NO3 overall, with properties calculated with the ωB97M-V functional and the def2-TZVPD basis.

Structure (ORCA input):
```
! wB97M-V def2-TZVPD RIJCOSX def2/J DEFGRID3
* xyz -1 1
C -0.642 0.164 -2.080
N 0.614 0.112 -1.348
C 0.548 -0.771 -0.150
O 0.421 -0.072 1.016
H -1.504 0.185 -1.419
H -0.691 1.134 -2.605
H -0.763 -0.615 -2.828
H 0.686 1.054 -0.981
H -0.345 -1.393 -0.324
H 1.396 -1.469 -0.166
H -0.278 -1.525 3.374
H 0.319 -1.298 2.042
O 0.300 -2.012 2.774
H -0.126 1.339 0.997
H 0.419 2.821 0.696
O -0.354 2.345 1.003
*
```

As for the LUMO energy: 0.15383 Ha. Its frontier orbital gap is 8.20 eV.

***

Most stable to least stable: iii), i), ii)

***

i) Below is a 2-piece molecular cluster, C4H13N2O2 overall, with properties calculated with the ωB97M-V functional and the def2-TZVPD basis.

Structure (ORCA input):
```
! wB97M-V def2-TZVPD RIJCOSX def2/J DEFGRID3
* xyz 0 2
O -2.601 -1.595 -1.553
C -2.411 -1.307 -0.421
C -1.022 -0.735 -0.074
C 0.344 -1.328 -0.422
C 1.350 -0.243 -0.695
N 1.646 0.530 0.570
N -0.933 -0.525 1.365
H -3.020 -1.685 0.305
H -1.141 0.301 -0.652
H 0.376 -2.296 -1.127
H 0.779 -1.999 0.352
H 1.004 0.495 -1.456
H 2.294 -0.742 -1.006
H 1.303 -0.092 1.331
H 1.023 1.349 0.498
H 2.607 0.798 0.703
H -1.328 -1.268 1.848
H -1.308 0.359 1.793
H -0.064 3.227 0.312
H 0.679 3.720 -1.156
O 0.423 3.039 -0.515
*
```

As for the LUMO energy (alpha / beta): 0.02355 / 0.01997 Ha. Its frontier orbital gap (alpha / beta) is 3.64 / 10.11 eV. As for the expectation value of S²: 0.7506.

***

ii) Below is a 2-piece molecular cluster, C4H13N2O2 overall, with properties calculated with the ωB97M-V functional and the def2-TZVPD basis.

Structure (ORCA input):
```
! wB97M-V def2-TZVPD RIJCOSX def2/J DEFGRID3
* xyz 0 2
N 0.060 0.504 1.301
C 0.699 -0.540 0.476
C -0.392 -1.403 -0.034
C -1.428 -1.696 1.046
O -1.242 -1.113 2.219
C 1.555 0.141 -0.622
N 1.731 1.569 -0.420
H -0.359 -0.016 2.105
H -0.677 0.949 0.758
H 0.759 1.223 1.487
H 1.320 -1.155 1.104
H -0.844 -1.035 -0.975
H 0.036 -2.367 -0.376
H -2.128 -2.522 0.912
H 2.533 -0.275 -0.557
H 1.155 -0.134 -1.588
H 1.067 2.194 -0.855
H 2.673 1.886 -0.617
H -1.610 1.542 -2.293
H -2.900 0.955 -1.612
O -2.007 1.293 -1.458
*
```

As for the LUMO energy (alpha / beta): 0.01222 / 0.01161 Ha. Its frontier orbital gap (alpha / beta) is 4.61 / 8.03 eV. As for the expectation value of S²: 0.7537.

***

Most stable to least stable: ii), i)